DFT (ωB97M-V with the def2-TZVPD basis set) results for a gas-phase ion, C4H10N2O (charge +1) in a non-equilibrium geometry.

```
17
Properties=species:S:1:pos:R:3:forces:R:3:mulliken_spin:R:1
C -0.767 1.260 -0.866 0.2 2.0 1.8 0.017
C -0.369 -0.169 -1.207 0.1 -0.9 -1.6 0.076
C 0.007 -1.039 -0.045 1.1 -0.8 1.9 0.009
C 0.867 -0.339 1.014 -0.2 -0.5 0.2 -0.003
N 2.148 -0.741 1.143 0.7 0.2 -0.2 0.005
O 0.357 0.518 1.721 -0.2 0.7 -0.3 0.129
N -1.762 1.292 0.232 0.4 -3.4 -0.9 0.790
H 0.133 1.745 -0.484 -0.2 0.2 0.0 -0.006
H -1.174 1.922 -1.625 0.0 -0.6 -0.7 0.014
H 0.449 -0.084 -1.948 0.1 0.2 0.6 0.004
H -1.081 -0.726 -1.806 -0.8 0.2 0.1 -0.005
H 0.635 -1.886 -0.302 -0.3 -0.2 -0.8 0.005
H -0.820 -1.463 0.545 -0.2 0.3 -0.5 -0.005
H 2.876 -0.126 1.477 -0.5 0.1 0.6 -0.001
H 2.456 -1.695 1.038 -0.3 0.0 -0.6 0.000
H -1.458 0.909 1.154 0.8 1.4 0.4 -0.014
H -2.496 0.621 -0.042 -0.7 1.0 -0.1 -0.016
```
Forces are in eV/Å.

Computed properties:
2S+1 ... 2
Net charge ... +1
Energy ... -342.83829 a.u.
<S²> ... 0.755
Maximum force ... 3.52 eV/Å
Molecular weight ... 102.14 g/mol
Orbital gap (spin up / spin down) ... 11.8 / 6.1 eV
Relative energy (zero: lowest compared OMol25 entry of this formula, charge and spin) ... 19.0 kcal/mol

---

DFT (ωB97M-V with the def2-TZVPD basis set) results for a molecular structure, C4H10N2O in a non-equilibrium geometry.

```
17
Properties=species:S:1:pos:R:3:forces:R:3:mulliken_spin:R:1
C 1.871 0.297 0.844 1.6 -2.0 1.4 -0.002
N 0.691 -0.377 0.291 2.5 2.9 -1.0 0.727
C 0.712 -0.709 -1.158 -2.6 1.0 0.8 0.020
C -0.454 0.101 0.948 -1.9 -0.2 -3.1 0.038
C -1.468 -0.124 -0.112 0.2 -4.8 -2.7 -0.001
N -1.912 1.149 -0.804 1.2 -3.4 3.1 -0.011
O -1.715 -1.405 -0.291 0.0 5.1 -0.3 0.023
H 1.736 0.262 1.940 0.0 0.5 -0.5 0.005
H 2.113 1.315 0.498 -0.7 -0.3 -0.2 0.037
H 2.786 -0.326 0.711 -0.6 0.4 -0.4 0.014
H 1.722 -0.982 -1.278 0.9 -0.6 -1.2 -0.003
H -0.194 -1.378 -1.370 2.1 0.0 0.1 0.026
H 0.347 0.237 -1.742 1.2 -1.1 1.0 0.074
H -0.780 -0.504 1.683 -0.5 -2.6 2.9 0.024
H -0.577 1.055 1.329 1.4 2.5 0.6 0.027
H -2.421 0.417 0.156 -3.9 3.5 -0.5 -0.001
H -2.457 0.971 -1.644 -0.7 -0.7 0.0 0.001
```
Forces are in eV/Å.

Computed properties:
2S+1 ... 2
Net charge ... +1
Energy ... -342.64679 a.u.
<S²> ... 0.755
Maximum force ... 5.49 eV/Å
Molecular weight ... 102.14 g/mol
Orbital gap (spin up / spin down) ... 9.7 / 7.3 eV
Relative energy (zero: lowest compared OMol25 entry of this formula, charge and spin) ... 139.2 kcal/mol

---

Among the records above, which one has the highest relative energy (zero: lowest compared OMol25 entry of this formula, charge and spin)? number 2

---

Number 2 is which compound? C4H10N2O

---

Look up the energy of the second one. -342.64679 a.u.

---

Which of these has the highest relative energy (zero: lowest compared OMol25 entry of this formula, charge and spin)? number 2